Entry from OMol25: C15H31ClO4P2Sr as an isolated structure at a distorted geometry (ωB97M-V/def2-TZVPD).

Positions of all 54 atoms, in Å:
P 2.249 0.133 0.189
P -0.330 -1.026 -2.116
C 2.527 -0.655 -1.443
C 1.413 -0.477 -2.506
H 2.675 -1.724 -1.255
H 3.508 -0.317 -1.801
H 1.447 0.578 -2.787
H 1.689 -1.042 -3.415
C -0.414 -2.535 -3.081
H -1.413 -2.972 -3.018
H 0.337 -3.253 -2.747
H -0.188 -2.273 -4.121
C -1.768 -0.133 -2.801
H -1.680 -0.073 -3.892
H -1.932 0.900 -2.464
H -2.693 -0.698 -2.595
C 3.642 -0.440 1.347
H 3.624 0.149 2.279
H 4.656 -0.356 0.927
H 3.592 -1.490 1.655
C 3.656 1.564 -0.099
H 3.437 2.155 -0.998
H 4.684 1.190 -0.222
H 3.622 2.232 0.779
Sr -3.711 0.269 0.210
C 0.098 -1.403 -0.318
C 1.249 -1.339 0.639
C 0.901 -1.076 2.108
C 0.671 0.400 2.478
C 1.438 1.261 1.542
C 1.133 1.529 0.119
C -0.241 1.280 -0.449
C -0.799 -0.098 -0.001
C -2.637 2.077 1.760
H -0.500 -2.307 -0.111
H 1.824 -2.266 0.537
H 1.717 -1.400 2.757
H 0.062 -1.689 2.414
H -0.384 0.695 2.530
H 1.035 0.615 3.501
H 1.982 2.066 2.022
H 1.528 2.414 -0.384
H -0.196 1.360 -1.560
H -0.965 2.065 -0.144
H -1.088 -0.051 1.045
H -1.736 -0.248 -0.584
H -3.484 2.767 1.604
H -1.691 2.632 1.685
H -2.738 1.655 2.772
O -7.255 -0.272 2.339
Cl -6.014 -0.141 1.639
O -5.553 1.282 1.567
O -4.895 -0.911 2.252
O -6.088 -0.603 0.215

strongest force on any atom = 6.57 eV Å⁻¹
Kohn-Sham gap = 0.14604 Eh
total charge = 0
2S+1 = 1
molecular weight = 460.4 g mol⁻¹


Entry from OMol25: a 9-piece molecular cluster, C42H117N21O6P6 overall at a distorted geometry (ωB97M-V/def2-TZVPD).

Positions of all 192 atoms, in Å:
C 20.497 -3.901 22.426
N 20.094 -4.903 21.546
C 18.967 -5.745 22.031
P 20.537 -4.963 19.947
O 19.498 -5.509 19.057
N 20.785 -3.393 19.333
C 19.612 -2.444 19.492
C 21.539 -3.198 18.115
N 22.083 -5.653 19.847
C 22.376 -6.396 18.706
C 23.194 -4.928 20.589
H 20.747 -4.316 23.402
H 19.776 -3.122 22.673
H 21.454 -3.487 22.107
H 18.147 -5.633 21.321
H 18.501 -5.397 22.952
H 19.142 -6.813 22.164
H 19.758 -1.364 19.464
H 18.957 -2.892 18.746
H 19.193 -2.625 20.482
H 21.008 -3.550 17.231
H 21.749 -2.143 17.935
H 22.581 -3.484 18.259
H 23.049 -7.234 18.889
H 21.452 -6.731 18.234
H 22.756 -5.799 17.877
H 23.171 -5.191 21.647
H 23.060 -3.861 20.409
H 24.205 -5.246 20.333
C 23.793 -20.735 18.914
N 24.531 -19.467 19.373
C 25.924 -19.359 19.016
P 23.745 -18.141 20.222
O 24.591 -17.183 21.003
N 22.909 -17.410 18.878
C 22.364 -18.140 17.725
C 22.247 -16.154 19.080
N 22.519 -18.991 21.139
C 22.974 -19.970 22.166
C 21.147 -18.739 20.955
H 23.856 -21.475 19.711
H 24.193 -21.196 18.011
H 22.748 -20.449 18.792
H 26.306 -20.370 18.871
H 26.398 -18.991 19.926
H 26.178 -18.689 18.195
H 21.828 -17.411 17.118
H 23.212 -18.532 17.163
H 21.722 -18.948 18.074
H 22.403 -15.757 20.083
H 22.547 -15.346 18.413
H 21.178 -16.334 18.966
H 24.031 -19.847 22.398
H 22.471 -19.979 23.133
H 22.782 -20.911 21.650
H 20.694 -18.083 21.697
H 20.509 -19.617 21.059
H 20.915 -18.221 20.024
C 31.088 -1.266 18.301
N 32.572 -1.361 18.222
C 33.250 -0.705 19.359
P 33.404 -1.539 16.763
O 33.513 -0.194 16.096
N 34.870 -2.302 17.181
C 35.994 -2.238 16.278
C 35.109 -3.169 18.307
N 32.468 -2.718 15.858
C 32.266 -4.080 16.319
C 31.433 -2.302 15.016
H 30.892 -0.234 18.589
H 30.836 -1.788 19.224
H 30.476 -1.506 17.432
H 33.140 0.370 19.503
H 34.237 -1.109 19.584
H 32.851 -1.023 20.322
H 36.798 -1.692 16.771
H 36.366 -3.251 16.124
H 35.815 -1.744 15.323
H 34.244 -3.248 18.965
H 35.387 -4.141 17.898
H 35.857 -2.664 18.918
H 32.026 -4.790 15.527
H 33.272 -4.406 16.583
H 31.709 -4.345 17.218
H 31.650 -2.640 14.003
H 31.562 -1.227 14.888
H 30.461 -2.433 15.493
C 32.692 -15.436 14.022
N 31.703 -14.770 13.194
C 30.886 -13.754 13.950
P 31.337 -15.249 11.611
O 32.284 -16.313 10.983
N 29.660 -15.677 11.782
C 28.501 -14.665 11.565
C 29.272 -17.056 11.794
N 31.310 -13.766 10.684
C 30.928 -13.654 9.222
C 32.193 -12.686 10.986
H 32.290 -15.512 15.032
H 33.703 -15.080 14.216
H 32.855 -16.447 13.646
H 30.652 -12.868 13.360
H 31.397 -13.315 14.806
H 29.911 -14.158 14.222
H 27.926 -14.761 10.644
H 27.760 -14.814 12.351
H 28.923 -13.662 11.496
H 29.483 -17.550 12.742
H 28.196 -17.091 11.628
H 29.761 -17.632 11.008
H 30.132 -14.377 9.044
H 30.523 -12.696 8.895
H 31.809 -13.912 8.635
H 33.033 -12.657 10.291
H 32.528 -12.756 12.021
H 31.668 -11.762 10.744
C 36.360 -15.364 29.630
N 37.679 -15.571 30.201
C 38.758 -16.117 29.396
P 37.795 -15.290 31.902
O 36.841 -14.273 32.338
N 37.689 -16.768 32.718
C 36.695 -16.983 33.723
C 38.424 -18.009 32.238
N 39.470 -14.940 32.117
C 40.075 -13.889 31.310
C 40.270 -15.082 33.360
H 35.872 -16.336 29.560
H 36.613 -14.896 28.678
H 35.768 -14.680 30.238
H 39.463 -16.775 29.904
H 39.268 -15.443 28.708
H 38.271 -16.723 28.632
H 36.449 -15.945 33.944
H 35.858 -17.567 33.343
H 37.180 -17.406 34.603
H 39.393 -17.721 31.830
H 38.604 -18.691 33.069
H 37.821 -18.604 31.552
H 41.081 -14.200 31.026
H 39.484 -13.729 30.408
H 40.144 -12.971 31.893
H 39.826 -15.833 34.013
H 40.331 -14.173 33.958
H 41.247 -15.556 33.266
C 43.115 -12.626 19.746
N 42.071 -12.210 18.889
C 42.402 -11.357 17.736
P 40.468 -12.640 19.287
O 40.038 -12.311 20.674
N 39.481 -12.018 17.983
C 39.603 -12.327 16.548
C 38.114 -11.621 18.312
N 40.431 -14.268 18.932
C 41.438 -14.964 18.128
C 39.420 -15.148 19.597
H 43.396 -13.638 19.454
H 42.795 -12.726 20.783
H 44.104 -12.197 19.583
H 43.175 -10.664 18.069
H 41.533 -10.725 17.553
H 42.774 -11.869 16.849
H 40.291 -13.172 16.569
H 38.688 -12.579 16.012
H 40.284 -11.630 16.060
H 38.080 -11.061 19.247
H 37.669 -10.928 17.598
H 37.488 -12.477 18.564
H 41.996 -14.248 17.526
H 42.244 -15.471 18.659
H 41.143 -15.535 17.247
H 38.398 -14.788 19.477
H 39.747 -15.285 20.628
H 39.244 -16.133 19.165
C 30.612 -11.706 22.601
C 30.669 -10.360 22.122
N 30.740 -9.259 21.731
H 30.945 -11.800 23.635
H 31.381 -12.248 22.050
H 29.560 -11.924 22.417
C 36.000 -7.487 25.210
C 35.932 -7.784 26.683
N 35.837 -7.933 27.841
H 37.045 -7.505 24.899
H 35.677 -6.465 25.014
H 35.396 -8.175 24.619
C 23.458 -10.590 23.826
C 22.342 -11.352 24.421
N 21.458 -11.899 24.862
H 24.446 -11.005 24.025
H 23.302 -9.612 24.282
H 23.403 -10.553 22.738

strongest force on any atom = 4.39 eV Å⁻¹
Kohn-Sham gap = 0.31671 Eh
SMILES = CN(C)P(=O)(N(C)C)N(C)C.CN(C)P(=O)(N(C)C)N(C)C.CN(C)P(=O)(N(C)C)N(C)C.CN(C)P(=O)(N(C)C)N(C)C.CN(C)P(=O)(N(C)C)N(C)C.CN(C)P(=O)(N(C)C)N(C)C.CC#N.CC#N.CC#N
total charge = 0
2S+1 = 1
molecular weight = 1198.4 g mol⁻¹


Entry from OMol25: a 3-piece molecular cluster, C10H21BO9S2 overall at a distorted geometry (ωB97M-V/def2-TZVPD).

Positions of all 43 atoms, in Å:
C 1.519 -0.016 -0.937
O 1.085 -1.385 -0.821
B -0.231 -1.680 -0.706
O -0.638 -2.693 0.135
O -1.223 -1.045 -1.493
C -2.113 -0.224 -0.921
O -3.287 -0.443 -0.879
O -1.543 0.922 -0.467
H 2.592 0.003 -1.116
H 1.305 0.509 -0.005
H 1.003 0.480 -1.756
H -0.529 -2.408 1.054
H -1.840 1.086 0.439
O 4.209 3.209 -2.163
S 2.857 3.385 -2.627
O 1.784 2.596 -2.075
C 2.439 5.123 -2.542
C 2.872 5.680 -3.894
C 2.420 4.648 -4.937
C 2.837 3.264 -4.422
H 2.953 5.570 -1.694
H 1.360 5.193 -2.407
H 2.434 6.660 -4.078
H 3.958 5.786 -3.922
H 1.335 4.690 -5.045
H 2.855 4.846 -5.916
H 2.139 2.482 -4.707
H 3.843 2.996 -4.739
O -0.357 -2.783 4.818
S -1.491 -2.834 3.933
O -1.665 -1.856 2.883
C -1.599 -4.474 3.225
C -2.462 -5.250 4.216
C -3.610 -4.306 4.601
C -2.994 -2.937 4.914
H -0.596 -4.874 3.104
H -2.087 -4.380 2.255
H -2.828 -6.177 3.779
H -1.876 -5.503 5.101
H -4.303 -4.216 3.763
H -4.174 -4.682 5.453
H -3.646 -2.112 4.637
H -2.705 -2.847 5.959

strongest force on any atom = 1.07 eV Å⁻¹
Kohn-Sham gap = 0.40141 Eh
SMILES = COB(O)OC(=O)O.O=S1(=O)CCCC1.O=S1(=O)CCCC1
total charge = 0
2S+1 = 1
molecular weight = 360.2 g mol⁻¹


Entry from OMol25: C42H52BaClN5OP2S3 as an isolated structure at a distorted geometry (ωB97M-V/def2-TZVPD).

Positions of all 107 atoms, in Å:
Ba 0.643 -0.096 -0.191
C 2.399 -2.257 -3.301
N 1.160 -1.572 -2.924
C 0.082 -2.555 -3.081
C -1.288 -2.171 -2.545
N -1.359 -2.260 -1.078
C -2.613 -1.679 -0.604
C -1.183 -3.628 -0.613
C -2.207 -4.547 -0.841
C -2.120 -5.863 -0.422
C -0.966 -6.272 0.240
C 0.063 -5.374 0.459
C 0.003 -4.026 0.039
S 1.378 -2.981 0.324
C 0.994 -0.303 -3.645
C 0.513 -0.392 -5.033
C 0.706 0.601 -5.921
C 1.599 1.667 -5.601
C 2.339 1.639 -4.456
C 2.138 0.654 -3.458
S 3.033 0.682 -2.038
H 2.337 -2.670 -4.322
H 2.558 -3.074 -2.595
H 3.251 -1.591 -3.243
H 0.416 -3.440 -2.539
H -0.024 -2.870 -4.131
H -2.039 -2.831 -3.010
H -1.542 -1.151 -2.829
H -3.508 -2.180 -1.000
H -2.657 -0.630 -0.911
H -2.643 -1.722 0.486
H -3.103 -4.223 -1.361
H -2.933 -6.553 -0.609
H -0.869 -7.297 0.581
H 0.967 -5.690 0.966
H -0.166 -1.200 -5.277
H 0.211 0.580 -6.885
H 1.747 2.470 -6.315
H 3.087 2.397 -4.262
C -1.784 -2.979 3.330
P -1.053 -1.305 3.110
C -2.394 -0.338 3.989
N -2.774 -0.750 5.174
C -3.744 -0.060 5.822
C -4.147 -0.465 7.120
C -5.114 0.234 7.778
C -5.728 1.361 7.171
C -5.363 1.762 5.921
C -4.357 1.051 5.220
N -4.020 1.426 3.964
C -3.064 0.775 3.348
P -2.703 1.207 1.562
C -4.421 0.944 0.944
C -2.590 3.073 1.558
C -3.843 3.836 1.992
C -1.396 3.456 2.440
C -2.296 3.418 0.098
C 0.347 -1.264 4.372
C 1.031 0.095 4.161
C 1.304 -2.400 3.996
C -0.020 -1.413 5.848
H -1.935 -3.223 4.383
H -1.133 -3.712 2.849
H -2.750 -3.004 2.822
H -3.659 -1.327 7.560
H -5.418 -0.071 8.772
H -6.496 1.904 7.709
H -5.822 2.616 5.438
H -5.150 1.434 1.591
H -4.628 -0.128 0.913
H -4.502 1.334 -0.072
H -4.203 3.524 2.971
H -4.651 3.713 1.266
H -3.599 4.904 2.033
H -1.612 3.278 3.499
H -1.174 4.520 2.313
H -0.497 2.898 2.159
H -3.079 3.046 -0.572
H -1.344 3.009 -0.242
H -2.256 4.504 -0.009
H 1.386 0.220 3.136
H 1.893 0.186 4.830
H 0.349 0.925 4.378
H 1.509 -2.451 2.925
H 0.899 -3.370 4.301
H 2.255 -2.254 4.523
H -0.594 -0.567 6.227
H 0.912 -1.475 6.422
H -0.594 -2.323 6.040
O 1.395 1.872 0.818
N 1.130 2.297 -0.406
Cl -1.071 8.575 0.495
C -0.197 7.106 0.128
C -0.357 6.511 -1.113
C 0.331 5.338 -1.390
C 1.185 4.763 -0.455
C 1.908 3.476 -0.775
C 1.336 5.390 0.777
C 0.644 6.556 1.080
H -1.021 6.953 -1.845
H 0.194 4.851 -2.351
H 2.863 3.436 -0.244
H 2.098 3.423 -1.849
H 1.991 4.947 1.520
H 0.757 7.040 2.043
S -0.878 1.914 -3.344
C -0.122 0.609 -2.814

strongest force on any atom = 2.76 eV Å⁻¹
Kohn-Sham gap (alpha / beta) = 0.19659 / 0.19993 Eh
total charge = -1
2S+1 = 2
molecular weight = 973.8 g mol⁻¹


Entry from OMol25: C13H20Cl3N6OS4SbTc as an isolated structure at a distorted geometry (ωB97M-V/def2-TZVPD).

Positions of all 49 atoms, in Å:
Tc 0.447 -1.871 0.343
S -0.305 -5.827 1.562
Sb -1.893 -7.805 0.705
S -0.985 -4.147 0.681
S 0.163 -3.773 -0.942
S -2.869 -6.604 -0.917
Cl 5.278 -0.523 -0.051
C 4.959 -2.292 0.112
Cl 5.727 -2.943 1.593
Cl 5.501 -3.172 -1.346
C 3.538 -2.367 0.208
N 2.385 -2.364 0.244
O 1.219 -1.406 2.516
H 1.561 -2.173 2.995
H 1.865 -0.694 2.640
C 0.185 4.363 0.380
C 0.218 4.049 -1.110
C -1.036 3.315 -1.566
C 1.503 3.274 -1.506
N 1.524 2.002 -0.848
C 0.989 0.831 -1.212
N 1.069 0.017 -0.158
N 1.669 0.724 0.811
N 1.927 1.883 0.407
H -0.687 4.976 0.594
H 1.067 4.923 0.680
H 0.126 3.463 0.995
H 0.285 4.990 -1.662
H -1.172 2.367 -1.044
H -1.016 3.130 -2.635
H -1.907 3.929 -1.357
H 2.382 3.838 -1.185
H 1.533 3.128 -2.585
H 0.609 0.588 -2.184
C -1.339 0.368 2.474
C -2.016 -0.091 1.275
C -3.340 0.312 0.901
C -3.620 -0.320 -0.271
C -2.459 -1.104 -0.608
C -2.376 -1.886 -1.839
N -1.498 -0.960 0.344
H -1.663 1.378 2.733
H -0.256 0.308 2.413
H -1.658 -0.250 3.322
H -3.959 0.994 1.455
H -4.510 -0.268 -0.866
H -3.031 -1.448 -2.596
H -2.772 -2.894 -1.674
H -1.361 -1.966 -2.224

strongest force on any atom = 3.13 eV Å⁻¹
Kohn-Sham gap (alpha / beta) = 0.12853 / 0.12855 Eh
total charge = +3
2S+1 = 1
molecular weight = 730.7 g mol⁻¹


Entry from OMol25: C9H17AlINO3P as an isolated structure (ωB97M-V/def2-TZVPD).

Positions of all 33 atoms, in Å:
O 2.003 -1.724 0.638
P 2.629 -2.964 -0.325
I 4.135 -3.872 1.411
Al 0.710 -4.439 -0.258
C -0.719 -3.108 0.273
C -1.349 -3.131 1.533
C -2.262 -2.165 1.905
C -2.593 -1.166 0.997
C -1.931 -1.190 -0.224
N -1.052 -2.117 -0.589
H 1.572 -1.095 0.040
H 0.818 -5.666 0.791
H 0.469 -4.958 -1.771
H -1.074 -3.920 2.232
H -2.731 -2.184 2.886
H -3.323 -0.396 1.223
H -2.155 -0.424 -0.972
C 1.573 4.385 -0.537
O 0.168 4.268 -0.646
C -0.250 3.426 -1.707
C -0.589 2.027 -1.242
O 0.543 1.346 -0.746
C 0.611 1.276 0.667
H 1.781 4.903 0.398
H 2.059 3.407 -0.520
H 1.985 4.973 -1.365
H 0.529 3.373 -2.476
H -1.140 3.879 -2.156
H -0.974 1.456 -2.093
H -1.376 2.068 -0.480
H -0.167 0.614 1.062
H 0.517 2.262 1.131
H 1.583 0.857 0.920

strongest force on any atom = 0.46 eV Å⁻¹
Kohn-Sham gap = 0.24206 Eh
total charge = -1
2S+1 = 1
molecular weight = 372.1 g mol⁻¹


Question: Number 5 is which compound?
Answer: C13H20Cl3N6OS4SbTc